one.
{
  "formula": "C15H60N30O15",
  "method": "ωB97M-V/def2-TZVPD",
  "homo_ev": -8.38,
  "orbital_gap_ev": 7.9,
  "e_lumo_ev": -0.5,
  "symbols": ["C", "O", "N", "N", "H", "H", "H", "H", "C", "O", "N", "N", "H", "H", "H", "H", "C", "O", "N", "N", "H", "H", "H", "H", "C", "O", "N", "N", "H", "H", "H", "H", "C", "O", "N", "N", "H", "H", "H", "H", "C", "O", "N", "N", "H", "H", "H", "H", "C", "O", "N", "N", "H", "H", "H", "H", "C", "O", "N", "N", "H", "H", "H", "H", "C", "O", "N", "N", "H", "H", "H", "H", "C", "O", "N", "N", "H", "H", "H", "H", "C", "O", "N", "N", "H", "H", "H", "H", "C", "O", "N", "N", "H", "H", "H", "H", "C", "O", "N", "N", "H", "H", "H", "H", "C", "O", "N", "N", "H", "H", "H", "H", "C", "O", "N", "N", "H", "H", "H", "H"],
  "xyz": [[-2.297, -4.600, 0.539], [-1.529, -4.942, -0.348], [-3.468, -5.156, 0.743], [-2.070, -3.474, 1.286], [-3.639, -6.046, 0.307], [-4.133, -4.647, 1.301], [-2.618, -3.540, 2.130], [-1.334, -2.801, 1.125], [-3.143, -0.956, -5.523], [-3.081, -1.829, -6.404], [-2.059, -0.670, -4.829], [-4.247, -0.279, -5.232], [-1.196, -1.128, -5.065], [-2.056, 0.069, -4.141], [-4.982, -0.444, -5.901], [-4.204, 0.588, -4.719], [-3.809, 2.386, -2.827], [-3.031, 1.419, -3.043], [-4.996, 2.231, -2.184], [-3.534, 3.615, -3.158], [-5.564, 2.962, -1.790], [-5.262, 1.310, -1.844], [-2.673, 3.744, -3.668], [-4.286, 4.278, -3.244], [2.102, -0.455, -4.121], [1.746, 0.620, -4.611], [2.291, -1.478, -4.923], [2.462, -0.581, -2.852], [2.692, -2.334, -4.578], [2.137, -1.267, -5.896], [2.704, -1.467, -2.439], [2.369, 0.226, -2.252], [-1.610, -2.735, 4.487], [-2.674, -2.485, 5.019], [-0.801, -1.880, 3.804], [-1.006, -3.902, 4.678], [-1.107, -0.921, 3.842], [0.104, -2.245, 3.551], [-0.011, -4.046, 4.615], [-1.512, -4.545, 5.267], [-0.369, 3.106, -5.026], [-1.213, 3.988, -5.145], [-0.259, 2.250, -3.983], [0.488, 2.843, -5.990], [0.607, 1.716, -3.940], [-0.864, 2.401, -3.192], [0.616, 3.364, -6.839], [1.093, 2.084, -5.713], [2.698, 3.073, -2.274], [1.996, 2.359, -1.526], [4.011, 2.886, -2.359], [2.176, 4.012, -3.047], [4.521, 3.698, -2.667], [4.398, 2.068, -1.923], [1.165, 4.017, -3.089], [2.761, 4.602, -3.614], [-4.365, -0.986, -0.711], [-5.365, -0.314, -0.955], [-3.445, -1.235, -1.627], [-4.109, -1.558, 0.470], [-3.521, -0.724, -2.492], [-2.622, -1.734, -1.328], [-3.278, -2.134, 0.440], [-4.689, -1.341, 1.263], [1.064, -5.274, 2.305], [0.265, -6.186, 2.512], [2.185, -5.207, 2.994], [1.048, -4.472, 1.253], [2.936, -4.752, 2.505], [2.137, -5.687, 3.877], [1.668, -3.687, 1.364], [0.162, -4.461, 0.760], [1.652, 1.680, 3.332], [2.105, 1.827, 2.170], [0.816, 0.714, 3.753], [1.639, 2.714, 4.184], [0.328, 0.979, 4.590], [0.706, -0.053, 3.104], [2.082, 3.549, 3.835], [1.667, 2.384, 5.136], [-2.671, 0.983, 2.585], [-3.092, 0.032, 3.210], [-2.382, 1.112, 1.276], [-2.247, 2.096, 3.153], [-2.366, 0.283, 0.700], [-1.968, 1.951, 0.913], [-2.077, 2.176, 4.142], [-2.133, 2.936, 2.613], [5.863, 0.389, 2.481], [5.860, 0.331, 3.696], [4.768, 0.621, 1.698], [6.862, 0.011, 1.667], [3.917, 0.299, 2.131], [4.885, 0.840, 0.727], [7.654, -0.444, 2.092], [6.579, -0.106, 0.713], [2.761, -2.104, 4.209], [2.068, -2.037, 3.160], [2.385, -1.668, 5.400], [3.991, -2.574, 4.184], [1.589, -1.118, 5.675], [3.016, -1.744, 6.182], [4.479, -2.405, 5.048], [4.463, -2.624, 3.297], [0.152, -0.602, -0.090], [-0.709, -1.472, -0.192], [1.181, -0.450, 0.793], [0.112, 0.510, -0.872], [1.491, -1.223, 1.362], [1.437, 0.517, 0.962], [0.923, 1.104, -0.777], [-0.595, 0.677, -1.570], [-0.429, 4.591, -0.439], [-0.638, 4.385, -1.622], [-0.882, 5.690, 0.145], [0.354, 3.842, 0.407], [-1.410, 6.303, -0.456], [-0.581, 6.028, 1.043], [0.975, 3.336, -0.221], [0.850, 4.422, 1.065]]
}

two.
{
  "formula": "C15H60N30O15",
  "method": "ωB97M-V/def2-TZVPD",
  "homo_ev": -8.47,
  "orbital_gap_ev": 8.2,
  "e_lumo_ev": -0.3,
  "symbols": ["C", "O", "N", "N", "H", "H", "H", "H", "C", "O", "N", "N", "H", "H", "H", "H", "C", "O", "N", "N", "H", "H", "H", "H", "C", "O", "N", "N", "H", "H", "H", "H", "C", "O", "N", "N", "H", "H", "H", "H", "C", "O", "N", "N", "H", "H", "H", "H", "C", "O", "N", "N", "H", "H", "H", "H", "C", "O", "N", "N", "H", "H", "H", "H", "C", "O", "N", "N", "H", "H", "H", "H", "C", "O", "N", "N", "H", "H", "H", "H", "C", "O", "N", "N", "H", "H", "H", "H", "C", "O", "N", "N", "H", "H", "H", "H", "C", "O", "N", "N", "H", "H", "H", "H", "C", "O", "N", "N", "H", "H", "H", "H", "C", "O", "N", "N", "H", "H", "H", "H"],
  "xyz": [[7.542, 23.372, 37.649], [8.119, 23.541, 38.741], [6.210, 23.359, 37.522], [8.252, 23.280, 36.495], [5.657, 23.178, 38.347], [5.800, 23.227, 36.615], [7.817, 22.693, 35.802], [9.223, 23.151, 36.768], [5.169, 22.239, 39.622], [5.353, 21.816, 38.469], [6.035, 23.111, 40.197], [4.064, 22.053, 40.348], [6.937, 23.331, 39.798], [5.746, 23.550, 41.046], [3.228, 21.904, 39.803], [3.964, 22.345, 41.302], [7.622, 26.928, 38.890], [6.908, 26.418, 39.766], [7.136, 27.809, 37.976], [8.765, 26.331, 38.545], [7.776, 28.067, 37.251], [6.147, 27.976, 37.981], [9.205, 26.565, 37.676], [8.978, 25.445, 38.971], [14.382, 19.216, 43.590], [13.161, 19.145, 43.358], [15.172, 18.148, 43.457], [14.935, 20.222, 44.283], [14.771, 17.252, 43.232], [16.132, 18.061, 43.743], [15.808, 20.207, 44.775], [14.289, 20.986, 44.428], [10.694, 21.706, 41.637], [9.783, 21.332, 42.379], [11.968, 21.178, 41.659], [10.547, 22.545, 40.581], [12.517, 21.190, 40.807], [12.111, 20.344, 42.241], [9.741, 23.080, 40.308], [11.466, 22.872, 40.316], [8.705, 20.562, 38.491], [9.922, 20.564, 38.188], [7.705, 20.331, 37.606], [8.402, 20.565, 39.785], [6.839, 20.738, 37.947], [7.883, 20.275, 36.622], [7.464, 20.448, 40.131], [9.142, 20.625, 40.464], [12.715, 17.533, 39.218], [12.220, 16.459, 38.845], [13.289, 17.641, 40.421], [12.634, 18.680, 38.525], [13.531, 18.588, 40.662], [13.316, 16.893, 41.081], [13.061, 19.514, 38.893], [12.166, 18.738, 37.642], [12.657, 25.171, 38.600], [12.640, 24.312, 39.474], [13.162, 25.101, 37.367], [12.311, 26.480, 38.999], [13.596, 24.232, 37.088], [13.265, 25.890, 36.759], [12.548, 26.573, 39.971], [12.432, 27.198, 38.307], [6.813, 21.573, 44.916], [5.997, 20.904, 45.542], [7.340, 22.748, 45.371], [7.132, 21.383, 43.597], [7.930, 23.216, 44.690], [7.441, 23.010, 46.333], [7.890, 21.928, 43.224], [6.580, 20.734, 43.069], [15.202, 20.758, 39.240], [14.086, 21.250, 39.454], [15.874, 20.019, 40.156], [15.770, 20.774, 38.004], [15.423, 20.076, 41.051], [16.823, 19.762, 39.965], [16.705, 20.414, 38.066], [15.409, 21.392, 37.297], [12.657, 21.670, 36.594], [13.789, 21.985, 36.224], [11.917, 20.664, 36.076], [12.066, 22.184, 37.715], [11.041, 20.360, 36.480], [12.150, 20.107, 35.272], [12.650, 22.626, 38.402], [11.158, 21.747, 37.915], [10.201, 16.757, 42.526], [9.446, 15.881, 42.139], [11.541, 16.586, 42.759], [9.882, 18.075, 42.687], [12.133, 17.347, 43.043], [11.963, 15.685, 42.619], [10.566, 18.688, 43.084], [8.927, 18.217, 42.404], [10.555, 19.515, 45.746], [9.531, 19.567, 46.416], [11.701, 18.888, 46.096], [10.746, 20.394, 44.706], [11.790, 18.614, 47.060], [12.481, 18.794, 45.472], [11.500, 21.053, 44.737], [9.919, 20.583, 44.166], [15.048, 24.380, 42.488], [15.617, 24.870, 43.463], [13.989, 25.023, 41.923], [15.380, 23.270, 41.778], [13.968, 24.674, 40.973], [13.800, 25.981, 42.153], [16.177, 22.718, 42.035], [14.636, 22.787, 41.291], [8.746, 24.959, 42.755], [8.883, 24.637, 43.937], [7.510, 25.104, 42.190], [9.754, 25.158, 41.893], [6.758, 24.667, 42.689], [7.392, 25.335, 41.207], [9.575, 25.386, 40.938], [10.676, 24.915, 42.218]]
}

Stability summary: most stable one, least stable two.

one.
{
  "formula": "C10H34N8O10",
  "method": "ωB97M-V/def2-TZVPD",
  "homo_ev": -9.57,
  "orbital_gap_ev": 10.1,
  "e_lumo_ev": 0.5,
  "smiles": "NC(N)=O.NC(N)=O.NC(N)=O.NC(N)=O.OCCO.OCCO.OCCO",
  "symbols": ["N", "C", "N", "O", "H", "H", "H", "H", "N", "C", "N", "O", "H", "H", "H", "H", "N", "C", "N", "O", "H", "H", "H", "H", "N", "C", "N", "O", "H", "H", "H", "H", "O", "C", "C", "O", "H", "H", "H", "H", "H", "H", "O", "C", "C", "O", "H", "H", "H", "H", "H", "H", "O", "C", "C", "O", "H", "H", "H", "H", "H", "H"],
  "xyz": [[2.949, 1.884, 3.518], [2.310, 1.642, 2.376], [1.040, 2.288, 2.160], [2.748, 0.915, 1.488], [2.420, 2.380, 4.174], [3.575, 1.118, 3.826], [0.419, 2.736, 2.804], [0.408, 1.832, 1.459], [4.717, -2.741, 4.317], [4.284, -1.575, 3.808], [4.149, -1.622, 2.486], [4.021, -0.576, 4.515], [4.545, -3.591, 3.879], [4.654, -2.649, 5.323], [3.694, -2.427, 2.011], [3.749, -0.772, 2.143], [-0.180, 4.336, -0.932], [-1.130, 3.424, -0.858], [-1.971, 3.486, -1.979], [-1.419, 2.715, 0.137], [-0.287, 5.053, -1.659], [0.490, 4.444, -0.148], [-1.534, 3.631, -2.937], [-2.437, 2.613, -2.040], [1.972, 1.417, -1.518], [0.773, 0.765, -1.625], [0.631, -0.113, -0.523], [0.037, 0.901, -2.588], [2.254, 1.997, -2.253], [2.471, 1.587, -0.672], [-0.342, -0.387, -0.368], [1.309, 0.096, 0.255], [-2.173, -2.840, -5.138], [-0.985, -2.049, -4.998], [-0.303, -2.319, -3.636], [-0.111, -3.717, -3.498], [-1.888, -3.779, -5.075], [-0.328, -2.272, -5.793], [-1.352, -1.067, -5.105], [-1.038, -1.951, -2.888], [0.691, -1.844, -3.561], [-0.846, -4.151, -3.044], [-2.697, 0.891, -2.914], [-3.401, -0.188, -2.383], [-3.631, -0.055, -0.836], [-2.523, 0.340, -0.100], [-1.720, 0.718, -2.689], [-4.366, -0.116, -2.866], [-2.884, -1.077, -2.630], [-3.911, -1.048, -0.532], [-4.485, 0.630, -0.683], [-2.214, 1.268, -0.077], [-1.583, -1.715, 1.563], [-1.677, -0.917, 2.806], [-0.445, -1.003, 3.612], [0.667, -1.050, 2.747], [-1.917, -1.143, 0.868], [-1.761, 0.163, 2.490], [-2.623, -1.137, 3.321], [-0.587, -1.960, 4.216], [-0.439, -0.173, 4.320], [0.212, -1.251, 1.927]]
}

two.
{
  "formula": "C10H34N8O10",
  "method": "ωB97M-V/def2-TZVPD",
  "homo_ev": -9.30,
  "orbital_gap_ev": 9.6,
  "e_lumo_ev": 0.3,
  "smiles": "NC(N)=O.NC(N)=O.NC(N)=O.NC(N)=O.OCCO.OCCO.OCCO",
  "symbols": ["N", "C", "N", "O", "H", "H", "H", "H", "N", "C", "N", "O", "H", "H", "H", "H", "N", "C", "N", "O", "H", "H", "H", "H", "N", "C", "N", "O", "H", "H", "H", "H", "O", "C", "C", "O", "H", "H", "H", "H", "H", "H", "O", "C", "C", "O", "H", "H", "H", "H", "H", "H", "O", "C", "C", "O", "H", "H", "H", "H", "H", "H"],
  "xyz": [[1.053, -2.931, 3.969], [0.932, -1.588, 3.801], [1.788, -0.980, 2.963], [-0.066, -0.944, 4.150], [1.935, -3.392, 4.136], [0.325, -3.431, 4.496], [1.793, 0.021, 3.023], [2.595, -1.378, 2.509], [2.160, -5.081, -0.073], [3.343, -4.545, 0.404], [4.453, -4.550, -0.382], [3.509, -4.110, 1.513], [1.996, -5.193, -1.021], [1.351, -4.880, 0.475], [4.481, -5.320, -1.064], [5.282, -4.284, 0.137], [3.343, -1.557, -1.683], [3.407, -0.372, -0.998], [4.671, -0.175, -0.362], [2.469, 0.449, -0.892], [2.452, -1.849, -2.075], [3.914, -2.267, -1.324], [4.532, 0.756, 0.050], [5.445, -0.152, -0.994], [-0.062, 1.712, -1.280], [-0.899, 2.617, -1.814], [-0.264, 3.495, -2.597], [-2.135, 2.721, -1.563], [0.958, 1.752, -1.247], [-0.548, 1.098, -0.614], [0.710, 3.534, -2.748], [-0.774, 4.324, -2.883], [-3.363, 3.845, -4.127], [-4.818, 3.803, -4.122], [-5.469, 2.501, -3.605], [-5.340, 2.171, -2.245], [-3.121, 3.547, -3.275], [-5.211, 4.621, -3.506], [-5.161, 3.900, -5.140], [-5.119, 1.699, -4.283], [-6.558, 2.641, -3.794], [-4.397, 2.316, -1.918], [-0.938, -0.366, 0.911], [-1.399, -1.684, 0.732], [-0.291, -2.608, 0.167], [0.235, -2.160, -1.079], [-0.198, -0.307, 1.534], [-1.709, -2.105, 1.724], [-2.264, -1.605, 0.056], [-0.688, -3.633, -0.053], [0.460, -2.637, 0.981], [0.275, -1.201, -0.951], [0.506, 1.470, 2.783], [-0.126, 2.650, 2.270], [-1.542, 2.830, 2.821], [-2.390, 1.701, 2.709], [0.153, 1.099, 3.629], [0.424, 3.567, 2.485], [-0.152, 2.556, 1.122], [-2.061, 3.701, 2.324], [-1.474, 3.067, 3.893], [-2.410, 1.124, 1.943]]
}

Stability summary: most stable one, least stable two.

one.
{
  "formula": "C2H9N3O2S",
  "method": "ωB97M-V/def2-TZVPD",
  "homo_ev": [-7.61, -7.61],
  "orbital_gap_ev": [6.2, 6.2],
  "e_lumo_ev": [-1.4, -1.4],
  "symbols": ["C", "C", "N", "N", "N", "O", "O", "S", "H", "H", "H", "H", "H", "H", "H", "H", "H"],
  "xyz": [[-0.779, 1.237, -0.713], [-0.428, -1.137, -1.353], [2.344, 0.239, 2.604], [-1.737, -0.548, 0.459], [-1.091, -0.190, -0.546], [1.481, -0.513, 0.393], [0.386, 1.154, 1.741], [1.002, -0.182, 1.730], [-0.867, 1.525, -1.736], [-1.359, 1.955, -0.110], [0.314, 1.324, -0.310], [-0.507, -2.184, -1.028], [-0.605, -1.254, -2.505], [0.668, -0.862, -1.235], [2.455, 1.172, 2.501], [2.457, -0.274, 3.438], [-2.097, 0.208, 1.026]]
}

two.
{
  "formula": "C2H9N3O2S",
  "method": "ωB97M-V/def2-TZVPD",
  "homo_ev": -9.04,
  "orbital_gap_ev": 9.7,
  "e_lumo_ev": 0.7,
  "smiles": "CN=[S@](N)(=O)O.C=N",
  "symbols": ["C", "N", "S", "N", "O", "O", "H", "H", "H", "H", "H", "H", "C", "N", "H", "H", "H"],
  "xyz": [[-0.747, -0.207, -2.144], [-0.139, -0.204, -0.799], [-0.820, 0.758, 0.141], [-1.438, -0.155, 1.355], [-1.713, 1.762, -0.413], [0.133, 1.518, 1.089], [-0.598, -1.067, -2.716], [-1.786, -0.074, -2.053], [-0.442, 0.583, -2.819], [-2.199, -0.680, 0.948], [-1.864, 0.586, 1.918], [1.013, 1.025, 1.588], [1.957, -1.141, 0.800], [2.098, 0.089, 1.198], [2.559, -1.615, -0.004], [1.253, -1.765, 1.223], [2.732, 0.587, 0.689]]
}

Stability summary: most stable two, least stable one.